1.
Here is C7H5IrNSSbSe4Te as an isolated structure from the OMol25 dataset. Energies are from ωB97M-V/def2-TZVPD.

```
21
Properties=species:S:1:pos:R:3:forces:R:3:mulliken_spin:R:1
Ir -1.3579 -1.3383 -0.8038 -0.29 -0.36 -0.04 2.041
Se -5.1732 -0.2217 -4.4094 -0.04 0.09 -0.08 0.012
Sb -4.4219 -1.5337 -2.5199 -0.21 0.08 -0.03 0.017
Se -2.1032 -2.4542 -2.8721 0.47 -0.07 -0.01 0.292
Se -3.5776 -0.0985 -0.6193 -0.07 0.15 0.16 0.335
Se -5.8889 -3.2670 -1.7131 -0.13 -0.08 0.00 0.002
S 0.1883 2.9200 0.6103 -0.02 0.04 -0.03 0.009
C -0.7547 1.6748 -0.1355 0.04 -0.30 -0.11 0.030
N -0.2276 0.4934 -0.1497 0.08 0.37 0.18 0.032
C 1.0279 0.5056 0.4589 -0.13 -0.12 -0.19 -0.065
C 1.8510 -0.6129 0.5953 -0.03 0.13 0.03 0.026
C 3.0780 -0.4438 1.1987 0.01 0.00 0.01 0.003
C 3.4861 0.8139 1.6650 0.05 -0.02 0.02 -0.001
C 2.6738 1.9220 1.5402 -0.07 0.02 -0.01 0.001
C 1.4297 1.7570 0.9289 0.20 -0.09 0.07 0.000
H -1.7376 1.8498 -0.5595 -0.03 0.06 0.02 0.001
H 1.4805 -1.5690 0.2459 0.04 -0.01 -0.01 0.059
H 3.7354 -1.2946 1.3231 -0.01 -0.01 0.00 -0.001
H 4.4561 0.9153 2.1362 0.00 0.02 0.01 0.000
H 2.9921 2.8901 1.9050 0.00 0.00 0.00 0.000
Te -1.1562 -2.9084 1.1749 0.13 0.08 0.01 1.206
```
Positions in Å, forces in eV/Å.

Properties
Multiplicity ... 5
Molar mass ... 892.61 g mol⁻¹
Net charge ... -2
Relative energy (zero: lowest compared OMol25 entry of this formula, charge and spin) ... 5.4 kcal per mole
HOMO level (alpha / beta) ... -0.41 / -1.12 eV
Orbital gap (alpha / beta) ... 4.1 / 4.8 eV
Energy ... -10941.12161 Eh

2.
Here is one molecule with the formula C2H5N3OS from the OMol25 dataset. Energies are from ωB97M-V/def2-TZVPD.

```
12
Properties=species:S:1:pos:R:3:forces:R:3:lowdin_charge:R:1
N -1.5983 2.9696 0.6461 -0.11 -1.10 -0.11 0.123
C -1.4208 1.8221 0.6776 -0.05 1.20 0.70 -0.374
C -1.1298 0.4329 0.7947 1.18 0.80 -2.80 -0.287
S 0.0696 0.0400 -0.3745 1.10 0.33 -5.59 0.801
N -0.1610 -1.5480 -0.9170 1.98 2.24 0.68 -0.090
N 1.6000 -0.2015 0.2346 -1.10 -1.23 0.03 -0.092
O 0.1642 0.7119 -1.7526 -0.97 -0.84 4.61 -0.368
H -0.6540 0.0610 1.6455 0.06 -0.28 1.98 0.027
H -0.1828 -2.1417 -0.1340 -1.07 -1.41 0.61 0.046
H -0.8658 -1.4554 -1.6207 -0.69 -0.65 -0.03 0.071
H 1.9693 -1.1318 0.1068 0.02 0.17 -0.32 0.066
H 2.2094 0.4409 0.6935 -0.36 0.76 0.23 0.078
```
Positions in Å, forces in eV/Å.

Properties
Molar mass ... 119.15 g mol⁻¹
Net charge ... 0
Structure (SMILES) ... N#CC=S(N)(N)=O
Relative energy (zero: lowest compared OMol25 entry of this formula, charge and spin) ... 110.2 kcal per mole
HOMO level ... -9.05 eV
Orbital gap ... 9.1 eV
Energy ... -716.76506 Eh

3.
Here is one molecule with the formula C3H4N2O from the OMol25 dataset. Energies are from ωB97M-V/def2-TZVPD.

```
10
Properties=species:S:1:pos:R:3:forces:R:3:lowdin_charge:R:1
O 2.2197 -0.4502 -0.0495 -0.01 0.09 -0.01 0.055
C 0.8945 -0.1896 -0.0290 -0.20 -0.01 0.02 -0.432
C -0.1690 -1.0520 -0.0707 0.09 0.08 -0.01 -0.037
N -1.2765 -0.2136 0.0113 0.02 0.10 -0.08 0.034
C -0.8221 1.0569 0.0789 -0.08 0.10 -0.02 -0.207
N 0.4881 1.1065 0.0566 -0.14 -0.10 0.03 0.106
H 2.6192 0.4296 0.0395 0.14 -0.29 -0.06 0.108
H -0.2527 -2.1211 -0.1957 0.06 0.22 0.13 0.111
H -2.2432 -0.4962 0.0442 0.20 0.01 -0.06 0.146
H -1.4579 1.9297 0.1144 -0.08 -0.20 0.08 0.117
```
Positions in Å, forces in eV/Å.

Properties
Molar mass ... 84.08 g mol⁻¹
Net charge ... 0
Structure (SMILES) ... Oc1c[nH]cn1
Relative energy (zero: lowest compared OMol25 entry of this formula, charge and spin) ... 10.9 kcal per mole
HOMO level ... -8.31 eV
Orbital gap ... 9.2 eV
Energy ... -301.46985 Eh

4.
Here is a 2-piece molecular cluster, C5H15NO2 overall from the OMol25 dataset. Energies are from ωB97M-V/def2-TZVPD.

```
23
Properties=species:S:1:pos:R:3:forces:R:3:lowdin_charge:R:1
C 0.4999 2.4474 -0.9687 -0.35 -0.05 1.14 -0.127
N 0.1198 1.2355 -0.2030 1.50 -0.68 -1.45 -0.114
C 0.9970 0.0868 -0.6316 -1.13 -0.08 2.14 -0.216
C 1.5402 -0.6472 0.5979 0.34 -1.38 -0.48 -0.193
C 0.5929 -1.5131 1.4427 -2.03 0.13 1.37 -0.170
C -0.8630 -1.7137 0.9728 0.41 -0.98 -1.34 -0.247
O -0.8160 -2.4005 -0.2978 0.27 -0.21 0.24 -0.086
H 1.5462 2.5060 -1.3092 -0.17 -0.46 0.09 0.071
H -0.1619 2.4740 -1.8367 0.14 0.58 0.04 0.071
H 0.4035 3.2965 -0.2821 -0.49 0.18 -0.56 0.076
H 0.2033 1.3063 0.8005 0.27 0.57 -0.06 0.089
H 1.8949 0.3482 -1.1575 0.14 0.79 -0.68 0.096
H 0.3973 -0.6049 -1.2109 0.21 -0.13 -0.30 0.093
H 2.1155 -0.0398 1.2698 -0.13 1.16 0.35 0.098
H 2.3885 -1.2229 0.2149 -0.39 -0.71 -0.12 0.108
H 0.9557 -2.5107 1.6992 0.39 0.16 -0.28 0.108
H 0.3666 -1.0409 2.4255 0.74 -0.04 -0.26 0.111
H -1.4238 -0.8104 0.8775 -0.04 1.07 -0.26 0.086
H -1.5093 -2.3244 1.6153 0.72 -0.09 0.48 0.114
H -1.4200 -2.0087 -0.9211 -0.44 0.19 -0.13 0.066
O -2.9499 0.9276 -1.1442 -1.13 0.04 0.00 -0.058
H -2.7595 1.6214 -0.5081 0.34 -0.11 -0.03 0.029
H -2.1175 0.5875 -1.4453 0.84 0.06 0.08 -0.007
```
Positions in Å, forces in eV/Å.

Properties
Molar mass ... 121.18 g mol⁻¹
Net charge ... 0
Structure (SMILES) ... CNCCCCO.O
Relative energy (zero: lowest compared OMol25 entry of this formula, charge and spin) ... 43.6 kcal per mole
HOMO level ... -9.17 eV
Orbital gap ... 10.0 eV
Energy ... -404.68563 Eh

5.
Here is a 7-piece molecular cluster, C19H48Cl4O5 overall from the OMol25 dataset. Energies are from ωB97M-V/def2-TZVPD.

```
76
Properties=species:S:1:pos:R:3:forces:R:3:lowdin_charge:R:1
C 0.6286 3.1134 -2.7903 -1.46 -0.37 0.28 -0.041
C 1.2155 1.8103 -2.2387 0.66 -0.48 -1.53 -0.465
C 0.5186 0.5246 -2.7388 -1.24 0.74 -0.27 -0.063
O 2.4954 1.6928 -2.8127 1.22 0.63 -0.47 -0.073
H 0.5502 3.1523 -3.8768 0.52 -0.29 -0.07 0.084
H 1.0379 4.0593 -2.4354 0.53 -0.36 0.14 0.082
H -0.4185 3.1420 -2.4889 -0.31 0.07 0.20 0.058
H 1.3269 1.8767 -1.1565 -0.34 -0.12 0.24 0.105
H 0.4191 0.5269 -3.8242 0.19 0.61 -0.21 0.082
H -0.5194 0.4865 -2.4082 -0.09 -0.44 0.34 0.062
H 1.0500 -0.4168 -2.5993 0.09 0.20 0.85 0.053
H 3.0420 1.1132 -2.2770 0.16 0.10 0.31 0.034
C -1.8229 5.1394 5.8462 0.58 0.15 0.53 -0.062
C -0.9842 5.2361 4.5707 -0.81 -0.76 -0.47 -0.486
C -0.2209 3.9710 4.3133 0.35 -0.88 0.71 -0.085
O -1.8067 5.5088 3.4336 -0.12 0.47 0.05 -0.054
H -2.6121 4.3907 5.9152 -0.16 -0.11 -0.83 0.082
H -2.2480 6.1115 6.0959 0.01 -0.01 0.06 0.082
H -1.1679 4.8184 6.6561 0.18 0.35 0.19 0.079
H -0.2464 6.0247 4.7190 -0.23 0.40 -0.28 0.136
H 0.3024 3.8361 3.3667 0.18 0.86 0.06 0.044
H -0.8360 3.0718 4.3469 -0.39 0.05 0.31 0.073
H 0.4593 3.9451 5.1647 0.51 -0.59 -0.20 0.081
H -2.7015 5.2873 3.7014 -0.15 0.10 -0.15 0.077
C 2.6243 -6.1685 -2.0904 -0.91 0.84 -0.34 -0.034
C 1.4197 -5.1741 -2.3579 -0.65 -0.99 -0.15 -0.471
C 1.8094 -4.0823 -3.3262 0.01 -0.18 0.83 -0.069
O 0.3711 -5.9630 -2.9526 0.44 -1.35 -0.31 -0.080
H 3.5116 -5.8279 -1.5566 -0.36 0.82 0.24 0.068
H 3.0120 -6.3620 -3.0906 -0.18 -0.74 0.01 0.070
H 2.2977 -7.0489 -1.5370 -0.17 -0.12 -0.47 0.073
H 0.9194 -4.7843 -1.4714 0.80 0.33 0.45 0.095
H 2.3855 -4.5349 -4.1333 0.31 0.37 0.08 0.081
H 2.3374 -3.3949 -2.6653 0.51 0.52 -0.74 0.066
H 0.9434 -3.5952 -3.7744 -0.04 0.10 0.23 0.078
H -0.4454 -5.4800 -3.0996 0.26 0.42 0.19 0.081
C -5.6713 -3.0949 1.3894 1.24 0.97 -0.24 -0.045
C -4.3480 -2.7118 0.6599 -1.21 -0.91 -0.08 -0.514
C -4.5318 -1.9774 -0.6590 -0.80 0.66 1.05 -0.076
O -3.5865 -1.8926 1.4995 0.77 0.86 0.18 -0.069
H -6.2162 -3.8573 0.8328 -0.22 0.14 0.30 0.079
H -6.2068 -2.1636 1.5740 -0.50 -0.09 -0.45 0.077
H -5.3906 -3.3867 2.4015 -0.10 -0.71 -0.06 0.068
H -3.8504 -3.6482 0.4074 0.50 -0.19 0.25 0.125
H -5.0395 -2.6164 -1.3815 0.67 -0.03 -0.32 0.085
H -3.5909 -1.4838 -0.9024 0.07 -0.59 -0.67 0.052
H -5.2206 -1.1466 -0.5066 -0.15 0.14 0.15 0.054
H -3.3010 -2.3320 2.3039 -0.19 -0.32 -0.08 0.091
C 5.1804 -0.9463 -2.2445 0.34 1.04 -0.44 -0.044
C 4.4388 -0.6335 -0.9339 1.71 -1.38 -0.51 -0.515
C 5.2743 -1.0676 0.2483 -0.42 -1.75 0.42 -0.060
O 4.1680 0.7206 -0.7591 -0.82 0.70 -0.49 -0.043
H 5.6522 -1.9274 -2.2990 -0.29 -0.06 0.22 0.081
H 5.9782 -0.2114 -2.3518 0.44 0.02 0.21 0.080
H 4.6229 -0.7617 -3.1627 -0.54 -0.27 0.16 0.078
H 3.5278 -1.2316 -0.9557 -0.38 0.39 0.32 0.127
H 6.2481 -0.6321 0.4725 -0.25 0.86 -0.40 0.088
H 5.5481 -2.1097 0.0839 -0.21 -0.33 0.24 0.078
H 4.6083 -1.0201 1.1098 0.39 0.04 0.33 0.082
H 5.0341 1.1345 -0.7540 0.01 0.48 0.02 0.108
Cl -3.3201 4.4754 -1.0263 -0.10 0.29 -0.79 0.557
C -2.3706 3.7071 0.2458 -1.33 -0.39 0.94 -0.679
C -3.2800 2.6865 0.9614 1.14 0.33 -0.82 -0.633
Cl -3.5940 1.2947 -0.1289 -0.20 0.23 0.34 0.594
H -2.2553 4.4967 0.9883 0.92 -0.08 -0.10 0.052
H -1.4757 3.2500 -0.1766 -0.02 0.33 0.26 0.032
H -4.2030 3.2059 1.2189 -0.04 -0.46 0.08 0.066
H -2.7268 2.3157 1.8243 -0.31 -0.08 0.08 0.050
Cl 0.2338 1.6762 1.5625 0.39 0.45 0.38 0.657
C -0.3451 0.2374 0.7447 -0.95 -0.53 -0.32 -0.717
C 0.6755 -0.8417 0.6836 0.66 -0.36 0.27 -0.618
Cl 0.0266 -2.1325 -0.3975 0.37 0.19 0.22 0.594
H -0.6015 0.4968 -0.2825 -0.30 0.16 0.30 0.025
H -1.1984 -0.1468 1.3036 -0.25 0.29 -0.34 0.060
H 0.8449 -1.3064 1.6549 0.03 0.04 -0.09 0.076
H 1.6153 -0.4235 0.3232 0.05 -0.39 -0.33 0.054
```
Positions in Å, forces in eV/Å.

Properties
Molar mass ... 498.40 g mol⁻¹
Net charge ... 0
Structure (SMILES) ... CC(C)O.CC(C)O.CC(C)O.CC(C)O.CC(C)O.ClCCCl.ClCCCl
HOMO level ... -9.53 eV
Orbital gap ... 10.0 eV
Energy ... -2969.61559 Eh

6.
Here is a 4-piece molecular cluster, H7O3S overall from the OMol25 dataset. Energies are from ωB97M-V/def2-TZVPD.

```
11
Properties=species:S:1:pos:R:3:forces:R:3:lowdin_charge:R:1
S 0.6172 1.0992 -0.8351 -3.62 -1.68 0.16 -0.032
H 1.7383 1.6062 -0.8290 3.51 1.73 -0.21 -0.517
H -1.3409 -0.3493 0.9877 0.68 0.30 -1.51 -0.042
H -1.7542 0.6981 2.0460 0.40 -0.71 -0.50 0.042
O -1.5547 -0.2440 1.8916 -0.96 0.45 2.03 -0.081
H -1.6486 -0.2801 -2.5073 -1.06 -2.28 -0.18 0.043
H -1.9479 -1.6090 -1.7207 -0.24 0.73 -1.44 0.041
O -2.1538 -1.1746 -2.5957 1.46 1.61 1.65 -0.157
H 3.4478 0.1847 1.4882 1.44 1.23 -0.17 -0.051
H 1.9712 0.3009 0.6898 1.92 -1.47 1.89 -0.052
O 2.6255 -0.2322 1.3845 -3.52 0.10 -1.72 -0.195
```
Positions in Å, forces in eV/Å.

Properties
Molar mass ... 87.12 g mol⁻¹
Net charge ... -1
Relative energy (zero: lowest compared OMol25 entry of this formula, charge and spin) ... 30.7 kcal per mole
HOMO level ... -3.54 eV
Orbital gap ... 7.5 eV
Energy ... -628.13029 Eh